one:
{"formula": "C13H17Cl2N3O2", "method": "ωB97M-V with the def2-TZVPD basis set", "symbols": ["C", "C", "O", "C", "O", "C", "N", "C", "C", "C", "N", "N", "C", "C", "C", "Cl", "C", "C", "C", "Cl", "H", "H", "H", "H", "H", "H", "H", "H", "H", "H", "H", "H", "H", "H", "H", "H", "H"], "coordinates": [[5.676, 1.025, 2.023], [4.347, 1.754, 2.047], [3.327, 0.844, 1.614], [2.073, 1.236, 1.764], [1.741, 2.303, 2.232], [1.050, 0.224, 1.294], [1.121, -1.037, 1.173], [2.285, -1.843, 1.404], [1.798, -3.204, 1.899], [3.058, -1.990, 0.090], [-0.132, 0.848, 0.993], [-1.263, 0.059, 0.805], [-1.824, 0.001, -0.455], [-1.645, 1.029, -1.381], [-2.300, 0.990, -2.598], [-2.052, 2.276, -3.723], [-3.148, -0.054, -2.930], [-3.330, -1.080, -2.019], [-2.679, -1.054, -0.802], [-2.913, -2.354, 0.319], [5.652, 0.176, 2.700], [5.886, 0.663, 1.020], [6.468, 1.702, 2.329], [4.350, 2.616, 1.371], [4.096, 2.110, 3.052], [2.955, -1.399, 2.156], [1.263, -3.095, 2.839], [1.123, -3.639, 1.167], [2.641, -3.874, 2.050], [2.404, -2.400, -0.676], [3.905, -2.656, 0.229], [3.420, -1.020, -0.240], [-0.282, 1.750, 1.433], [-1.159, -0.853, 1.250], [-0.983, 1.845, -1.142], [-3.653, -0.068, -3.882], [-3.980, -1.907, -2.258]], "nbo_charge": [-0.62, -0.07, -0.49, 0.74, -0.59, 0.32, -0.48, -0.07, -0.60, -0.61, -0.43, -0.43, 0.14, -0.23, -0.04, 0.01, -0.26, -0.19, -0.08, 0.00, 0.22, 0.22, 0.22, 0.19, 0.20, 0.18, 0.21, 0.21, 0.20, 0.21, 0.21, 0.21, 0.41, 0.41, 0.23, 0.23, 0.23], "total_charge": 0}

two:
{"formula": "C13H17Cl2N3O2", "method": "ωB97M-V with the def2-TZVPD basis set", "symbols": ["C", "C", "O", "C", "O", "C", "N", "C", "C", "C", "N", "N", "C", "C", "C", "Cl", "C", "C", "C", "Cl", "H", "H", "H", "H", "H", "H", "H", "H", "H", "H", "H", "H", "H", "H", "H", "H", "H"], "coordinates": [[4.569, -3.095, -1.646], [3.101, -3.239, -1.997], [2.333, -2.486, -1.050], [1.021, -2.394, -1.282], [0.471, -2.886, -2.232], [0.356, -1.574, -0.191], [-0.695, -1.797, 0.475], [-1.588, -2.919, 0.350], [-2.464, -2.775, -0.897], [-0.890, -4.282, 0.377], [1.040, -0.404, 0.053], [0.648, 0.366, 1.146], [-0.103, 1.501, 0.898], [-0.053, 2.153, -0.333], [-0.741, 3.338, -0.521], [-0.661, 4.117, -2.058], [-1.489, 3.909, 0.496], [-1.545, 3.267, 1.722], [-0.863, 2.083, 1.920], [-0.954, 1.295, 3.460], [4.873, -2.053, -1.706], [4.750, -3.453, -0.636], [5.166, -3.677, -2.341], [2.781, -4.286, -1.951], [2.885, -2.860, -3.001], [-2.230, -2.843, 1.239], [-2.957, -1.806, -0.894], [-1.852, -2.856, -1.791], [-3.219, -3.557, -0.908], [-0.374, -4.474, -0.559], [-1.629, -5.065, 0.526], [-0.171, -4.323, 1.194], [2.038, -0.412, -0.124], [0.269, -0.204, 1.901], [0.516, 1.718, -1.138], [-2.019, 4.832, 0.335], [-2.126, 3.689, 2.527]], "nbo_charge": [-0.62, -0.07, -0.51, 0.75, -0.57, 0.32, -0.47, -0.06, -0.62, -0.63, -0.44, -0.43, 0.14, -0.23, -0.04, 0.01, -0.26, -0.19, -0.08, 0.00, 0.21, 0.22, 0.22, 0.19, 0.20, 0.19, 0.21, 0.23, 0.21, 0.21, 0.22, 0.21, 0.40, 0.40, 0.23, 0.23, 0.23], "total_charge": 0}

Most stable to least stable, the ends of the list are one and two.

one:
{"formula": "C9H16N2P", "method": "ωB97M-V with the def2-TZVPD basis set", "symbols": ["C", "C", "C", "C", "C", "C", "C", "C", "C", "N", "N", "P", "H", "H", "H", "H", "H", "H", "H", "H", "H", "H", "H", "H", "H", "H", "H", "H"], "coordinates": [[-1.133, 2.821, 1.139], [-0.668, 1.738, 1.770], [-0.491, 1.433, -0.341], [1.852, 3.656, -2.302], [1.385, 3.968, -3.623], [-0.163, -2.847, 1.771], [1.182, -0.903, -0.169], [-0.774, -1.545, 1.321], [0.292, -0.460, 0.984], [-0.935, 2.647, -0.132], [-0.240, 0.844, 0.809], [2.356, 3.198, -0.888], [-1.590, 3.758, 1.537], [-0.548, 1.681, 2.908], [-0.023, 1.058, -1.211], [0.435, 4.541, -3.653], [2.064, 4.457, -4.368], [1.099, 2.969, -3.968], [0.411, -2.693, 2.709], [0.510, -3.337, 1.053], [-0.878, -3.628, 2.098], [0.485, -1.323, -0.849], [1.842, -0.132, -0.431], [1.859, -1.723, 0.192], [-1.576, -1.671, 0.568], [-1.359, -1.149, 2.151], [0.950, -0.510, 1.847], [-1.229, 3.186, -1.003]], "nbo_charge": [-0.05, -0.05, 0.24, -0.46, -0.75, -0.63, -0.63, -0.41, -0.05, -0.45, -0.27, 0.45, 0.27, 0.27, 0.25, 0.25, 0.27, 0.25, 0.21, 0.22, 0.25, 0.22, 0.23, 0.25, 0.22, 0.21, 0.23, 0.47], "total_charge": 1}

two:
{"formula": "C9H16N2P", "method": "ωB97M-V with the def2-TZVPD basis set", "symbols": ["C", "C", "C", "C", "C", "C", "C", "C", "C", "N", "N", "P", "H", "H", "H", "H", "H", "H", "H", "H", "H", "H", "H", "H", "H", "H", "H", "H"], "coordinates": [[-0.513, 0.750, 0.891], [-1.674, 0.070, 0.686], [0.002, -1.153, -0.035], [-2.179, -2.093, -0.281], [-2.959, -2.951, -0.580], [3.767, 1.190, -1.072], [2.701, -0.639, 1.335], [2.476, 0.381, -0.988], [1.931, 0.336, 0.449], [0.516, -0.022, 0.437], [-1.328, -1.120, 0.107], [-5.476, 1.297, -0.071], [-0.359, 1.720, 1.318], [-2.695, 0.333, 0.892], [0.547, -1.969, -0.464], [-6.386, 0.380, -0.576], [-3.634, -3.703, -0.872], [-5.658, 2.163, -1.135], [4.115, 1.217, -2.100], [3.610, 2.213, -0.740], [4.548, 0.744, -0.463], [2.688, -1.644, 0.921], [2.285, -0.664, 2.340], [3.735, -0.316, 1.409], [1.728, 0.841, -1.639], [2.662, -0.631, -1.347], [1.988, 1.340, 0.880], [-6.439, 1.931, 0.697]], "nbo_charge": [-0.03, -0.02, 0.27, 0.10, -0.11, -0.61, -0.62, -0.41, -0.04, -0.27, -0.33, -0.03, 0.26, 0.28, 0.26, 0.01, 0.26, 0.01, 0.24, 0.21, 0.21, 0.21, 0.23, 0.24, 0.22, 0.21, 0.23, 0.02], "total_charge": 1}

Most stable to least stable, the ends of the list are one and two.

one:
{"formula": "CH3BrNO2", "method": "ωB97M-V with the def2-TZVPD basis set", "symbols": ["C", "N", "O", "O", "Br", "H", "H", "H"], "coordinates": [[-0.975, 0.447, 0.063], [1.371, -0.921, -0.526], [0.859, -1.461, 0.340], [-0.011, 0.580, -0.912], [2.860, 0.504, 0.328], [-1.872, 0.135, -0.599], [-1.339, 1.301, 0.712], [-0.894, -0.586, 0.594]], "nbo_charge": [-0.27, 0.33, -0.28, -0.72, -0.48, 0.12, 0.14, 0.14], "total_charge": -1}

two:
{"formula": "CH3BrNO2", "method": "ωB97M-V with the def2-TZVPD basis set", "symbols": ["Br", "C", "N", "O", "O", "H", "H", "H"], "coordinates": [[2.669, -2.161, 1.152], [-0.054, -0.038, 0.249], [-0.836, 0.750, -0.728], [-1.801, 1.366, -0.312], [-0.475, 0.757, -1.881], [-0.638, -0.817, 0.725], [0.320, 0.645, 1.009], [0.814, -0.501, -0.214]], "nbo_charge": [-0.99, -0.51, 0.54, -0.42, -0.38, 0.24, 0.23, 0.28], "total_charge": -1}

Most stable to least stable, the ends of the list are two and one.

one:
{"formula": "CH2ClP", "method": "ωB97M-V with the def2-TZVPD basis set", "symbols": ["H", "P", "C", "Cl", "H"], "coordinates": [[-1.766, -0.563, 0.078], [-0.732, -1.332, 0.040], [0.445, 0.324, -0.026], [2.152, 0.219, -0.034], [-0.099, 1.352, -0.058]], "nbo_charge": [-0.09, 0.31, -0.50, 0.06, 0.22], "total_charge": 0}

two:
{"formula": "CH2ClP", "method": "ωB97M-V with the def2-TZVPD basis set", "symbols": ["C", "P", "H", "Cl", "H"], "coordinates": [[1.215, 2.113, -0.452], [2.478, 1.269, 0.050], [0.327, 2.620, -0.905], [-2.711, 1.139, 0.015], [-3.227, 1.805, -0.962]], "nbo_charge": [-0.73, 0.50, 0.24, -0.27, 0.27], "total_charge": 0}

Most stable to least stable, the ends of the list are two and one.

one:
{"formula": "HPS5", "method": "ωB97M-V with the def2-TZVPD basis set", "symbols": ["S", "P", "S", "S", "S", "S", "H"], "coordinates": [[-0.631, 2.681, 0.353], [0.321, 0.986, 0.305], [1.542, 1.124, -1.470], [3.090, -0.215, -1.124], [3.453, 0.336, 0.753], [1.718, -0.195, 1.821], [-0.657, 0.050, 0.385]], "nbo_charge": [-0.45, 0.69, -0.11, 0.04, 0.03, -0.18, -0.03], "total_charge": 0}

two:
{"formula": "HPS5", "method": "ωB97M-V with the def2-TZVPD basis set", "symbols": ["S", "S", "S", "S", "S", "P", "H"], "coordinates": [[-2.022, -2.202, -0.271], [-1.226, -0.525, -0.010], [0.384, -0.601, 1.786], [0.452, 1.385, 1.740], [1.315, 1.625, -0.095], [0.131, 0.703, -1.541], [0.967, -0.384, -1.611]], "nbo_charge": [-0.27, 0.16, -0.06, 0.06, -0.20, 0.34, -0.03], "total_charge": 0}

Most stable to least stable, the ends of the list are one and two.

one:
{"formula": "C4H7OP", "method": "ωB97M-V with the def2-TZVPD basis set", "symbols": ["O", "P", "C", "C", "C", "C", "H", "H", "H", "H", "H", "H", "H"], "coordinates": [[-2.485, -0.760, 0.955], [-1.030, -0.638, 0.797], [-0.276, 0.880, 1.127], [0.807, 1.105, 0.331], [0.975, 0.125, -0.788], [-0.358, -0.800, -0.892], [-0.211, -1.481, 1.593], [-0.729, 1.537, 1.912], [1.237, 2.109, 0.341], [1.089, 0.622, -1.688], [1.885, -0.476, -0.794], [-0.946, -0.449, -1.794], [0.042, -1.774, -1.099]], "nbo_charge": [-1.07, 1.75, -0.63, -0.12, -0.45, -0.78, -0.12, 0.25, 0.22, 0.22, 0.22, 0.26, 0.24], "total_charge": 0}

two:
{"formula": "C4H7OP", "method": "ωB97M-V with the def2-TZVPD basis set", "symbols": ["C", "C", "C", "C", "O", "P", "H", "H", "H", "H", "H", "H", "H"], "coordinates": [[-1.246, 0.596, -0.769], [0.024, 0.518, -1.259], [-1.412, 0.748, 0.571], [-0.159, 0.707, 1.272], [2.567, 0.452, 0.086], [1.147, 0.120, 0.022], [-2.050, 0.650, -1.376], [0.138, 0.309, -2.338], [-2.334, 0.837, 0.995], [1.375, -3.753, -0.556], [0.272, 1.735, 0.979], [-0.243, 0.556, 2.315], [1.922, -3.476, 0.057]], "nbo_charge": [-0.24, -0.67, -0.19, -0.74, -1.02, 1.63, 0.21, 0.25, 0.21, 0.00, 0.29, 0.26, 0.00], "total_charge": 0}

three:
{"formula": "C4H7OP", "method": "ωB97M-V with the def2-TZVPD basis set", "symbols": ["C", "C", "C", "P", "C", "O", "H", "H", "H", "H", "H", "H", "H"], "coordinates": [[-1.189, 1.627, 2.011], [-0.715, 1.006, 0.770], [-0.347, 0.510, -0.369], [0.067, -0.621, -1.693], [1.431, -1.623, -0.943], [-1.098, -1.310, -2.145], [-2.137, 1.147, 2.424], [-0.429, 1.413, 2.816], [-1.338, 2.727, 1.801], [0.559, 0.412, -2.487], [1.128, -2.417, -0.103], [2.137, -2.078, -1.662], [1.932, -0.794, -0.421]], "nbo_charge": [-0.71, 0.09, -0.50, 1.75, -0.99, -1.07, 0.25, 0.25, 0.25, -0.09, 0.27, 0.25, 0.24], "total_charge": 0}

Most stable to least stable, the ends of the list are one and two.

one:
{"formula": "C3H3I3O", "method": "ωB97M-V with the def2-TZVPD basis set", "symbols": ["C", "C", "C", "O", "I", "I", "I", "H", "H", "H"], "coordinates": [[-0.412, -0.339, -1.297], [0.752, 0.479, 0.947], [0.250, -0.605, 0.028], [-0.657, -1.229, -2.053], [2.621, 1.346, 0.343], [-3.384, 0.762, 0.721], [0.640, -2.572, 0.407], [-0.592, 0.612, -1.776], [0.748, 0.224, 2.008], [0.033, 1.322, 0.672]], "nbo_charge": [0.27, -0.62, -0.21, -0.50, 0.11, -0.01, 0.29, 0.17, 0.26, 0.25], "total_charge": 0}

two:
{"formula": "C3H3I3O", "method": "ωB97M-V with the def2-TZVPD basis set", "symbols": ["C", "C", "C", "O", "I", "I", "I", "H", "H", "H"], "coordinates": [[1.575, 0.201, 0.300], [0.525, 0.181, -0.541], [-0.823, -0.128, -0.212], [-1.326, -0.728, 0.836], [-1.360, 2.443, 0.928], [-2.034, -0.052, -1.916], [-1.381, -2.796, 0.986], [2.557, 0.507, -0.155], [1.493, -0.101, 1.265], [0.773, 0.473, -1.491]], "nbo_charge": [-0.23, -0.39, 0.30, -0.68, -0.24, 0.20, 0.40, 0.21, 0.20, 0.23], "total_charge": 0}

Most stable to least stable, the ends of the list are one and two.